Entry 1:
A structure of composition C16H31CuNP2, computed with ωB97M-V/def2-TZVPD.

The geometry in XYZ format:
```
51
Properties=species:S:1:pos:R:3:forces:R:3
C 1.681807 0.678389 1.285183 0.05 -0.91 -0.06
H 0.263143 -2.288454 4.447726 0.07 0.48 -0.09
C 0.112184 1.397977 5.327268 -0.26 1.95 2.11
H -2.500190 -1.344246 0.616186 0.11 0.70 0.01
C -1.563846 0.660163 0.991657 -0.89 -0.94 -0.70
H -2.505342 1.244904 0.881438 0.43 -0.54 0.07
H -0.104076 1.499701 -4.165610 0.45 0.01 0.02
C -1.959648 -0.811835 1.427933 -0.70 0.59 -0.82
H 1.465562 0.827730 -3.589568 -0.78 -0.28 0.04
H 2.448189 -1.291195 -2.522593 -0.28 -0.38 0.13
H -0.676951 -1.138130 5.467776 0.49 -0.08 -0.28
C 0.364820 0.848821 -3.413430 -0.27 0.58 0.63
H -0.721106 -3.195401 -3.342863 -0.38 -0.54 -0.31
H -1.874250 3.164365 -1.497207 -0.16 -0.25 -0.22
H 2.598911 0.532647 1.847919 0.17 0.20 0.51
H 2.129345 -1.296154 0.464870 -0.42 0.35 0.01
C 1.185311 3.096192 -2.224946 -0.40 0.28 0.30
H 0.117370 -1.091187 -4.289472 -0.52 0.12 -0.18
H -2.058589 -2.479313 -2.390311 0.03 -0.18 0.08
H 1.074881 -1.353640 5.744132 -0.31 0.14 -0.30
H -1.256662 2.148274 2.587014 0.35 -0.29 -0.36
C -0.712278 1.449446 1.928638 1.49 -0.12 0.98
C 0.459331 -1.628597 1.704438 -0.45 0.03 1.16
Cu 0.561473 0.330918 3.881006 -0.72 -1.33 -0.19
H -1.425633 -0.471991 -3.556920 0.83 0.23 -0.05
C -0.313720 -0.503770 -3.465266 0.40 -0.94 0.35
N -0.124032 2.088728 6.241712 0.23 -0.97 -1.26
H 0.809176 3.490031 -3.161379 0.16 0.35 -0.26
H 2.191365 2.704841 -2.365891 0.06 0.13 0.12
C -1.041789 -2.871300 -2.358578 0.47 -0.47 -0.20
C -0.885368 -1.744726 1.862394 1.49 0.09 0.96
H 1.105780 -2.189483 2.412999 -0.62 -0.25 -0.84
P 0.086742 1.725384 -1.739836 0.31 -0.52 -1.58
H -2.737089 -0.683389 2.194793 0.44 -0.40 0.22
H 1.062341 2.296747 2.618803 -0.07 -0.14 0.43
H 1.998536 1.327200 0.438701 -0.34 -0.50 0.27
C 0.658268 1.422442 2.109144 -1.07 0.97 -1.73
C 1.720531 -2.118568 -2.476658 -0.20 -0.41 -0.18
H 2.066513 -2.915567 -1.801777 0.10 0.31 -0.26
C 1.224745 -0.738331 0.784665 0.02 1.60 -0.96
P 0.074548 -1.525898 -1.936497 -0.92 1.15 -0.74
H -0.932272 -3.669219 -1.627011 -0.26 -0.16 -0.09
H -1.223995 -2.561474 2.522393 0.16 0.55 -0.20
C -1.565698 2.402361 -2.226403 0.18 0.29 0.05
H -2.316379 1.597260 -2.291774 0.26 0.35 0.15
H -1.141299 0.609785 -0.024544 0.10 0.01 0.70
H 1.554898 -2.526311 -3.486202 0.45 -0.03 0.21
H 1.161907 3.863876 -1.456108 0.25 0.21 -0.04
C 0.293187 -1.316340 4.965107 -0.02 -0.61 0.89
H 0.616801 -0.523025 -0.125636 0.73 -0.36 1.18
H -1.447429 2.869349 -3.217397 -0.26 -0.06 0.32
```
Positions in Å, forces in eV/Å.

Its relative energy (zero: lowest compared OMol25 entry of this formula, charge and spin) is 30.7 kcal per mole. Its spin multiplicity is 2. The value obtained for the gap between HOMO and LUMO (spin up / spin down) is 8.01 / 7.47 eV. The calculation puts the LUMO energy (spin up / spin down) at 0.10 / -0.64 eV. The value obtained for the HOMO energy (spin up / spin down) is -0.29071 / -0.29785 Ha.

---

Entry 2:
The molecule C4H6O2, computed with ωB97M-V/def2-TZVPD.

The geometry in XYZ format:
```
12
Properties=species:S:1:pos:R:3:forces:R:3
C -1.385583 -0.392808 -0.653879 -0.10 -0.10 -0.11
H -1.476094 0.851897 1.226020 0.04 -0.07 -0.13
H -1.247733 -0.212003 -1.715711 0.00 -0.01 0.18
H -2.264866 -0.976021 -0.397866 0.17 0.06 -0.03
H 2.863705 0.373449 -0.596116 0.00 -0.14 0.11
C -0.927158 0.675439 0.307822 -0.02 0.17 0.12
H -0.124352 -1.320718 0.963525 0.01 0.16 -0.13
C -0.154101 -0.588701 0.161929 -0.16 -0.07 0.12
H -0.455957 1.556879 -0.117585 -0.13 -0.12 0.06
C 2.054254 0.127114 0.106394 0.11 0.09 0.30
O 2.060609 0.376725 1.280800 -0.02 -0.07 -0.49
O 1.057280 -0.471256 -0.565334 0.09 0.11 -0.01
```
Positions in Å, forces in eV/Å.

As for the SMILES: O=COC1CC1. Its relative energy (zero: lowest compared OMol25 entry of this formula, charge and spin) is 29.7 kcal per mole. The value obtained for the gap between HOMO and LUMO is 11.78 eV. The calculation puts the LUMO energy at 1.08 eV. The value obtained for the HOMO energy is -0.39319 Ha.

---

Entry 3:
The molecule C19H20N8O3, computed with ωB97M-V/def2-TZVPD.

The geometry in XYZ format:
```
50
Properties=species:S:1:pos:R:3:forces:R:3
H 1.554835 5.025855 4.291599 0.34 -0.50 0.50
C 1.326028 -2.228092 -2.157711 -1.34 -1.60 -1.60
N 1.152870 -3.203793 -4.366614 -1.86 -0.08 -3.02
C -0.659245 -1.963099 -4.071548 2.00 0.30 -2.05
C -0.666862 -2.455013 -5.482235 0.81 0.92 4.69
H -3.533034 2.633136 -3.661552 0.65 -0.41 -1.05
C -3.262140 1.874059 -4.447240 -3.15 -1.40 0.55
C 0.831789 4.992886 5.118536 0.52 -1.32 0.18
H 0.012755 0.289410 0.109417 0.14 -0.08 0.67
H 2.840841 -4.079699 2.619677 -0.30 0.58 -0.69
H 0.076220 5.581205 4.676211 -1.26 1.02 0.18
H -1.208284 -2.089316 -6.264088 -1.92 0.58 -1.64
C 0.550570 -2.379544 -3.418544 -0.56 -0.61 -1.95
N 0.819899 1.602044 3.857058 -2.00 0.43 0.35
H -0.994204 2.471394 6.913203 0.05 0.31 -0.96
C 0.883140 -1.649035 0.150659 0.43 4.07 3.42
H -0.241317 -1.197105 -1.404984 -0.32 -0.08 -0.50
C -1.073974 3.314062 6.187099 0.68 -0.44 -1.27
H 3.875385 -4.262345 -3.133080 -0.96 1.30 0.42
H 2.042685 -3.382232 0.242387 -0.71 1.28 1.60
N 2.463123 -2.900340 -2.088929 0.36 -0.32 -0.89
C -3.300622 0.513188 -3.694312 0.13 2.26 2.68
C 1.602085 -2.507147 0.866090 3.10 -3.65 -0.24
N 0.663823 -1.568918 -1.161702 0.94 -1.64 -3.32
N 0.179596 2.775106 4.039095 -0.92 -0.01 -0.59
H -1.853254 3.135900 5.418130 0.19 -0.15 0.75
C 1.495337 -1.132999 2.827436 -0.36 1.30 2.30
C 0.280884 3.509422 5.313472 0.30 0.43 1.39
H -4.363072 0.221340 -3.509893 0.94 -0.37 -0.49
C 0.507673 -0.419968 0.790981 -1.09 0.54 -0.94
N 2.344341 -3.844343 -4.379708 0.51 0.97 3.27
H 0.746060 -3.742457 -6.426952 0.75 -0.90 -0.86
H 1.077877 2.944058 5.817649 -0.28 0.22 -0.10
H 1.303269 5.459132 6.041640 -0.91 -0.76 -1.09
O -1.811739 -1.304026 -2.270879 -0.59 2.08 0.15
N -0.719622 3.082663 2.954830 3.66 -0.48 2.06
H -2.897781 0.782706 -2.648684 -0.43 -1.03 -1.42
C 2.940637 -3.635777 -3.213826 -0.30 -0.60 -0.11
O 2.530391 -3.257201 3.017991 0.35 0.60 0.63
C 0.364715 -3.275292 -5.576977 2.15 0.42 2.41
N -0.440932 2.192502 2.116476 -1.51 -3.44 -0.35
H -4.190347 1.772378 -5.109113 1.69 0.84 0.12
C 0.292091 1.103340 2.750312 1.04 3.88 -0.80
H 1.563824 -0.986481 3.968782 0.22 -0.34 -2.00
C 2.000296 -2.269939 2.234379 -2.19 -0.53 -1.25
H -1.420902 4.139535 6.797298 0.45 0.60 -0.20
O -2.479740 -0.460693 -4.310368 0.82 -0.07 0.71
H -2.323422 2.003500 -4.953287 0.17 0.41 -0.23
C 0.746208 -0.117353 2.098087 1.06 -2.28 0.16
C -1.628754 -1.106614 -3.466269 -1.46 -2.30 0.40
```
Positions in Å, forces in eV/Å.

As for the SMILES: CCOC(=O)c1ccn2ncnc(Nc3cc(O)cc(-c4nnn(C(C)C)n4)c3)c12. Its relative energy (zero: lowest compared OMol25 entry of this formula, charge and spin) is 158.8 kcal per mole. The value obtained for the gap between HOMO and LUMO is 8.10 eV. The calculation puts the LUMO energy at 0.00 eV. The value obtained for the HOMO energy is -0.29763 Ha.

---

Entry 4:
A cluster of 5 separate species, C14H31Cl8O4P in total, computed with ωB97M-V/def2-TZVPD.

The geometry in XYZ format:
```
58
Properties=species:S:1:pos:R:3:forces:R:3
Cl -1.714587 -0.058941 0.016153 0.02 -0.39 0.75
Cl -1.529327 0.012416 3.485769 1.17 0.04 0.74
H -1.326634 -0.247887 -2.912810 -0.59 0.20 0.23
H -1.188232 -7.187989 4.074070 0.81 0.55 0.38
H -3.543970 3.369004 -0.332354 -0.15 0.66 -0.22
H -3.762012 -0.262483 3.187993 -0.21 -0.45 -0.60
C -2.962345 0.005296 2.497395 0.08 0.70 -0.47
H 5.504846 1.084501 0.456720 -0.19 -0.35 0.24
O 1.126993 1.362185 -0.925057 0.17 -0.35 -0.72
H -3.732726 -0.894674 0.752546 -0.08 -0.03 0.00
H -3.776469 -0.693268 -4.803815 0.21 -0.50 0.13
H -2.507549 -1.877975 1.483589 0.62 0.26 -0.14
Cl -2.581240 -6.636705 2.416669 -0.38 0.05 -0.52
H -3.096875 5.484290 0.981452 0.12 -0.09 0.17
C -3.427795 -0.425593 -3.806384 0.31 1.19 -0.08
H -1.328636 5.192307 1.020887 -0.17 0.00 -0.68
H -4.019891 0.463282 -3.588604 0.36 0.11 0.38
H -1.460620 -0.888374 -4.515213 0.01 -0.08 0.14
O 3.646182 1.558443 -1.268420 -3.15 -0.63 1.18
Cl -1.416461 1.402491 -4.597483 -0.69 0.01 -0.10
H -1.975407 2.820973 -0.012478 0.31 0.14 -0.07
Cl -2.335588 3.789121 2.481978 -0.42 -0.18 0.17
H 2.004177 -2.538620 2.395983 -0.25 0.20 0.09
O 2.624443 0.327990 0.741200 0.83 1.36 -2.75
H 5.406480 1.989015 -1.924528 0.50 -0.21 0.08
H -0.334110 -6.135129 2.768236 0.25 -1.00 0.24
H 0.880184 1.184818 -3.087418 0.34 -1.03 0.64
C 2.591736 -1.856458 1.781556 -0.17 -0.33 -0.67
C 5.580234 0.414631 -0.399841 0.47 0.72 -0.48
Cl -1.878221 4.310255 -1.802253 -0.37 0.32 0.12
C 1.415698 3.129480 -2.540063 -0.55 -0.07 0.96
H 1.604744 -0.019988 2.334023 -0.41 -0.26 0.21
H 2.471543 3.093047 -2.271789 -0.16 -0.12 -0.42
C -1.166129 -6.291203 3.454884 -0.24 0.06 -1.18
H -3.110405 1.041588 2.193600 -0.18 -0.04 -0.01
H 4.831716 0.387708 -2.412170 0.11 -0.06 -0.14
H 2.797624 -2.402911 0.861174 0.05 -0.02 -0.14
H 0.857012 -0.849881 0.982231 0.17 0.31 -0.55
C -1.891019 -0.148788 -3.840032 -0.13 -1.09 -0.54
Cl -0.836929 -3.626186 2.968250 -0.50 -0.53 0.50
P 2.477807 0.507971 -0.862741 -0.21 -0.71 1.01
H -2.375054 -4.866416 4.430989 0.04 0.57 -0.26
H 3.552007 -1.732985 2.282286 -0.09 0.55 0.04
C 4.911160 1.082684 -1.576233 1.12 -0.34 -0.74
C -1.341194 -4.956089 4.097503 -0.11 0.30 0.98
C -2.519721 3.733709 -0.254856 0.71 -0.25 1.80
H 1.258221 3.376932 -3.589857 0.00 0.33 0.15
O 2.454089 -0.791081 -1.574488 0.26 1.16 0.09
C -2.769085 -0.843839 1.259395 -1.42 -0.02 -0.31
Cl -3.925868 -1.661119 -2.608768 0.36 0.11 -0.39
H 6.640213 0.369097 -0.649802 0.09 -0.47 0.11
C 1.816596 -0.576110 1.420817 0.05 -1.21 2.50
H -0.715290 -4.848194 4.983334 0.15 -0.03 -0.14
H -0.374942 2.031191 -2.315488 -0.03 -0.33 1.07
H 0.947359 3.819773 -1.838451 0.17 0.69 -0.46
C 0.690544 1.820867 -2.222789 0.94 1.04 -1.36
H 5.145722 -0.573167 -0.246386 0.19 0.11 0.32
C -2.313001 4.726985 0.969891 -0.09 -0.60 -1.26
```
Positions in Å, forces in eV/Å.

As for the SMILES: CCOP(=O)(OCC)OCC.ClCCCl.ClCCCl.ClCCCl.ClCCCl. The value obtained for the gap between HOMO and LUMO is 10.74 eV. The calculation puts the LUMO energy at 0.57 eV. The value obtained for the HOMO energy is -0.37362 Ha.

---

Entry 5:
A cluster of 2 separate species, C6H7FO in total, computed with ωB97M-V/def2-TZVPD.

The geometry in XYZ format:
```
15
Properties=species:S:1:pos:R:3:forces:R:3
O -5.369033 0.623830 3.936025 0.69 -0.95 0.22
C -2.028198 0.205137 2.987810 0.80 -0.85 -0.95
C -1.133585 -0.379395 3.929846 0.11 -0.78 -0.69
C -0.433186 -0.288225 1.224829 -0.78 1.39 1.69
H -2.440036 0.677132 0.921277 0.74 -0.31 0.00
C 0.094937 -0.970615 3.517379 -0.72 1.46 -1.21
H -5.341360 -0.221441 3.433032 -0.03 0.84 0.58
H -3.025948 0.584885 3.244500 0.67 -0.09 0.20
F 0.000000 0.000000 0.000000 0.17 -0.43 -0.84
H 0.757907 -1.410391 4.274124 -0.27 0.15 -0.57
C -1.703124 0.224193 1.597591 0.46 -0.38 1.74
C 0.483030 -0.812426 2.144098 -0.76 -0.62 0.63
H -1.416857 -0.519222 4.981420 0.02 0.37 -0.49
H 1.444488 -1.140392 1.727392 -0.38 0.13 0.46
H -4.738897 0.490527 4.679939 -0.73 0.08 -0.75
```
Positions in Å, forces in eV/Å.

As for the SMILES: Fc1ccccc1.O. Its relative energy (zero: lowest compared OMol25 entry of this formula, charge and spin) is 2.6 kcal per mole. The value obtained for the gap between HOMO and LUMO is 10.02 eV. The calculation puts the LUMO energy at 0.74 eV. The value obtained for the HOMO energy is -0.34103 Ha.

---

Entry 6:
A structure of composition C4H2O2Sn, computed with ωB97M-V/def2-TZVPD.

The geometry in XYZ format:
```
9
Properties=species:S:1:pos:R:3:forces:R:3
O 2.644539 -0.520575 0.060422 -2.44 0.01 -0.63
C 1.418017 -0.657891 -0.079325 2.86 -0.90 1.34
C 0.427744 0.276040 0.330324 0.32 3.05 -0.13
H 0.995410 -1.662415 -0.312050 -0.01 0.48 -0.40
H -1.555620 -0.283747 -1.284505 -0.22 0.38 0.22
O 0.607525 2.035887 0.542637 -2.80 -1.95 -1.82
C -0.482848 1.158680 -0.145901 6.11 -0.02 2.71
C -1.387366 0.080602 -0.255343 -2.95 -0.41 -2.42
Sn -2.667402 -0.426581 1.143739 -0.87 -0.64 1.13
```
Positions in Å, forces in eV/Å.

Its relative energy (zero: lowest compared OMol25 entry of this formula, charge and spin) is 104.8 kcal per mole. The value obtained for the gap between HOMO and LUMO (spin up / spin down) is 5.99 / 5.99 eV. The calculation puts the LUMO energy (spin up / spin down) at -1.73 / -1.73 eV. The value obtained for the HOMO energy (spin up / spin down) is -0.28351 / -0.28345 Ha.

---

Entry 7:
A structure of composition C3H4MgO3Rb, computed with ωB97M-V/def2-TZVPD.

The geometry in XYZ format:
```
12
Properties=species:S:1:pos:R:3:forces:R:3
H 0.553701 1.222473 -1.478412 0.18 -0.19 0.34
Rb -2.821045 -0.192690 1.406192 -0.56 0.14 0.15
C 0.673432 -1.014026 1.286705 -5.30 0.04 -2.54
H 0.452967 -0.543208 -1.549002 -0.02 0.20 0.17
Mg -2.374642 0.893412 -2.200263 -0.18 0.12 -0.39
H 1.990814 0.441048 0.425650 -0.01 -0.29 -1.18
O 1.556036 -1.832799 0.956766 1.02 -0.25 0.87
O -0.533721 -1.239144 1.608900 3.52 0.14 0.82
C 0.174722 0.335569 -0.940812 -0.04 -0.89 -0.39
C 0.905721 0.283004 0.402560 1.51 1.71 1.14
O -1.235508 0.410228 -0.820843 0.58 0.04 0.27
H 0.657522 1.236131 0.902561 -0.69 -0.78 0.75
```
Positions in Å, forces in eV/Å.

Its relative energy (zero: lowest compared OMol25 entry of this formula, charge and spin) is 15.2 kcal per mole. The value obtained for the gap between HOMO and LUMO (spin up / spin down) is 9.06 / 4.00 eV. The net charge is +1. The calculation puts the LUMO energy (spin up / spin down) at -4.50 / -6.67 eV. The value obtained for the HOMO energy (spin up / spin down) is -0.49830 / -0.39207 Ha.

---

| no. | E (eV) | maximum force (eV Å⁻¹) |
| --- | --- | --- |
| 1 | -81797.4148 | 2.9 |
| 2 | -8339.1751 | 0.5 |
| 3 | -38085.8965 | 5.3 |
| 4 | -132681.6507 | 3.4 |
| 5 | -11099.9187 | 2.3 |
| 6 | -14095.6757 | 6.7 |
| 7 | -15410.2910 | 5.9 |